The following is a DFT calculation (ωB97M-V/def2-TZVPD) of a cluster of 2 separate species, C7H18BNO4 in total.

Each line ends with the Löwdin charge.
Geometry (Å):
C  3.218  0.750  1.156  -0.13
C  3.226  -0.570  0.385  -0.15
B  1.949  -1.481  0.536  -0.45
O  1.945  -2.698  -0.127  0.13
C  0.691  -1.127  1.409  -0.27
N  0.629  -2.154  2.502  0.04
C  -0.621  -1.187  0.607  -0.22
O  -0.875  -0.015  -0.089  -0.18
C  -1.144  1.158  0.657  -0.11
H  3.137  0.580  2.231  0.07
H  2.395  1.386  0.831  0.07
H  4.141  1.308  0.983  0.06
H  3.360  -0.382  -0.685  0.11
H  4.106  -1.160  0.687  0.09
H  2.728  -3.201  0.093  0.09
H  0.776  -0.135  1.859  0.11
H  0.166  -1.746  3.306  0.06
H  1.554  -2.436  2.804  0.05
H  -1.438  -1.455  1.297  0.12
H  -0.553  -1.988  -0.132  0.12
H  -1.527  0.914  1.663  0.08
H  -1.867  1.746  0.060  0.05
H  -0.233  1.759  0.783  0.07
O  -2.361  2.607  -1.609  -0.44
C  -2.785  1.445  -2.201  -0.54
C  -3.655  1.580  -3.512  -0.59
O  -4.102  0.435  -4.090  -0.47
H  -3.423  0.806  -1.523  0.07
H  -1.955  0.754  -2.496  0.07
H  -3.002  2.212  -4.183  0.05
H  -4.477  2.292  -3.202  0.05

## Properties
- Orbital gap: 1.50 eV
- Charge: -2
- Calculated total energy: -657.91022 hartree
- Multiplicity: 1
- Strongest force on any atom: 0.811 eV Å⁻¹
- Highest occupied orbital energy: 2.3192 eV